2 unconnected molecules or ions with the total composition C4H9NO at a distorted geometry, computed with ωB97M-V/def2-TZVPD.

HOMO energy (spin up / spin down) ... -9.114 / -7.714 eV
Max |F| ... 0.090 hartree/bohr
Energy above the lowest of the compared OMol25 structures with the same formula, charge and spin ... 691.4 kJ/mol
Frontier orbital gap (spin up / spin down) ... 9.8 / 7.9 eV

XYZ file:
```
15
Properties=species:S:1:pos:R:3:forces:R:3:lowdin_charge:R:1
C -0.0889 0.7737 0.7243 -0.8 -1.7 4.2 -0.535
C -0.2137 1.7184 1.9109 -1.4 1.8 0.5 -0.052
C 0.5301 -1.7769 -1.1220 0.7 0.9 2.5 -0.204
C -0.5442 -1.1481 -1.8407 -0.5 0.9 0.5 -0.038
N -0.1758 1.1715 -0.5865 -1.1 0.2 -2.0 0.135
O 1.0183 0.7874 -0.0588 3.1 1.2 -1.1 -0.084
H -0.2263 -0.2852 0.9955 -1.0 0.2 -0.1 0.126
H -1.3528 1.8810 2.0803 1.8 -0.5 -0.1 0.094
H 0.0947 2.7523 1.5071 0.0 -1.5 1.1 0.094
H 0.2466 1.4175 2.9667 -0.7 0.5 -2.7 0.115
H 0.2173 -2.5036 -0.3263 0.2 -0.1 -1.3 0.088
H 1.3815 -2.0048 -1.7468 0.1 -0.7 0.1 0.067
H 0.9995 -1.0094 -0.3279 -0.5 -0.9 -1.6 0.087
H -0.4206 -0.8371 -2.8807 -0.2 0.0 0.5 0.058
H -1.4659 -0.9367 -1.2950 0.1 -0.2 -0.6 0.049
```
Positions in Å, forces in eV/Å.